Computed, not measured: a 8-piece molecular cluster, C28H75N3O16 overall, with wB97M-V/def2-TZVPD.

Last column: Löwdin charge in e.
Atoms and positions in Å:
C -2.524000 11.104000 23.426000  -0.095
O -1.251000 10.897000 24.053000  -0.185
C -0.158000 11.437000 23.296000  -0.211
C 0.042000 10.756000 21.927000  -0.238
N 1.312000 10.999000 21.301000  -0.059
C 1.474000 12.455000 21.021000  -0.157
C 2.874000 12.706000 20.522000  -0.398
O 3.360000 13.827000 20.356000  -0.135
C 3.766000 14.489000 21.562000  -0.031
H -3.243000 10.912000 24.174000  0.072
H -2.614000 10.367000 22.615000  0.089
H -2.718000 12.090000 23.065000  0.081
H 0.770000 11.538000 23.910000  0.142
H -0.380000 12.461000 23.171000  0.085
H -0.787000 10.931000 21.275000  0.100
H 0.025000 9.679000 22.136000  0.128
H 1.274000 10.452000 20.445000  0.100
H 1.346000 13.020000 21.920000  0.096
H 0.640000 12.723000 20.364000  0.129
H 2.929000 12.200000 19.528000  0.121
H 3.544000 12.087000 21.105000  0.123
H 4.418000 13.876000 22.195000  0.085
H 2.921000 14.785000 22.173000  0.085
H 4.308000 15.401000 21.265000  0.103
C 3.551000 10.380000 17.437000  -0.124
O 4.482000 11.404000 17.551000  -0.212
C 4.103000 12.646000 16.899000  -0.155
C 4.826000 13.842000 17.424000  -0.251
N 6.174000 13.838000 16.972000  -0.027
C 6.822000 15.086000 17.436000  -0.165
C 8.299000 14.841000 17.274000  -0.380
O 9.098000 15.667000 17.749000  -0.133
C 9.414000 16.774000 17.009000  -0.090
H 2.670000 10.543000 18.083000  0.086
H 4.015000 9.426000 17.699000  0.087
H 3.077000 10.295000 16.447000  0.105
H 3.058000 12.904000 17.094000  0.131
H 4.172000 12.584000 15.835000  0.116
H 4.689000 13.892000 18.502000  0.103
H 4.313000 14.766000 17.169000  0.130
H 6.212000 13.866000 15.945000  0.136
H 6.716000 15.141000 18.486000  0.092
H 6.500000 16.083000 17.015000  0.139
H 8.576000 14.593000 16.255000  0.136
H 8.579000 13.960000 17.870000  0.119
H 10.022000 16.578000 16.109000  0.104
H 9.944000 17.492000 17.475000  0.053
H 8.515000 17.305000 16.641000  0.101
C 11.103000 13.142000 19.466000  -0.028
O 12.137000 13.154000 18.422000  -0.176
C 12.344000 14.363000 17.722000  -0.246
C 13.544000 14.129000 16.848000  -0.198
N 13.129000 12.997000 15.981000  -0.047
C 14.094000 12.780000 14.895000  -0.195
C 15.453000 12.275000 15.444000  -0.393
O 16.364000 11.868000 14.698000  -0.108
C 17.057000 12.929000 14.094000  -0.069
H 10.173000 13.163000 18.993000  0.035
H 11.257000 14.023000 20.046000  0.079
H 11.145000 12.262000 20.061000  0.074
H 12.697000 15.167000 18.373000  0.121
H 11.437000 14.625000 17.247000  0.093
H 14.465000 13.910000 17.425000  0.122
H 13.744000 15.023000 16.235000  0.118
H 12.336000 13.332000 15.432000  0.108
H 14.178000 13.684000 14.310000  0.093
H 13.835000 12.026000 14.140000  0.124
H 15.277000 11.355000 16.066000  0.157
H 15.814000 12.920000 16.228000  0.104
H 16.525000 13.854000 13.977000  0.087
H 17.177000 12.679000 13.094000  0.071
H 17.992000 13.133000 14.545000  0.085
C 7.029000 6.884000 23.553000  -0.280
C 8.142000 7.677000 23.171000  -0.278
O 8.949000 6.837000 22.399000  -0.019
O 6.336000 6.406000 22.417000  -0.059
H 6.335000 7.458000 24.115000  0.115
H 7.323000 6.046000 24.152000  0.125
H 8.658000 8.170000 23.997000  0.139
H 7.824000 8.560000 22.635000  0.102
H 8.288000 6.403000 21.882000  0.061
H 5.453000 6.193000 22.758000  0.100
C 6.001000 9.920000 15.059000  -0.259
C 5.121000 8.873000 14.602000  -0.273
O 4.674000 8.968000 13.266000  -0.049
O 6.200000 9.874000 16.440000  -0.064
H 5.556000 10.871000 14.826000  0.105
H 6.985000 10.066000 14.582000  0.148
H 4.261000 8.709000 15.248000  0.116
H 5.630000 7.941000 14.605000  0.123
H 4.009000 9.681000 13.273000  0.091
H 5.485000 10.436000 16.771000  0.013
C 4.754000 9.096000 20.437000  -0.244
C 4.243000 7.724000 20.388000  -0.222
O 3.393000 7.612000 19.229000  -0.068
O 5.511000 9.416000 21.597000  -0.049
H 3.932000 9.808000 20.301000  0.098
H 5.339000 9.421000 19.546000  0.124
H 3.693000 7.477000 21.264000  0.113
H 4.981000 6.992000 20.242000  0.108
H 2.633000 8.215000 19.318000  0.079
H 4.970000 9.314000 22.379000  0.098
C 9.712000 9.098000 19.815000  -0.272
C 8.642000 9.748000 19.117000  -0.282
O 8.730000 9.407000 17.785000  -0.021
O 10.957000 9.531000 19.314000  -0.055
H 9.703000 8.040000 19.810000  0.103
H 9.747000 9.210000 20.888000  0.109
H 8.702000 10.768000 19.246000  0.078
H 7.611000 9.481000 19.417000  0.126
H 7.855000 9.414000 17.409000  0.038
H 11.713000 9.238000 19.886000  0.115
C 7.201000 12.567000 21.649000  -0.275
C 7.073000 13.006000 20.289000  -0.249
O 6.396000 12.035000 19.523000  -0.043
O 7.730000 11.290000 21.740000  -0.032
H 6.210000 12.614000 22.152000  0.116
H 7.890000 13.216000 22.196000  0.134
H 8.029000 13.250000 19.807000  0.110
H 6.414000 13.878000 20.230000  0.110
H 5.916000 12.407000 18.788000  0.030
H 7.000000 10.774000 21.428000  0.024

Forces on the atoms, in the same order (eV/Å):
C 1.33 -1.40 -0.27
O 0.53 0.37 -0.38
C 0.05 -0.06 0.19
C 0.25 -1.47 1.82
N 0.53 1.08 0.28
C -0.62 -1.00 -0.15
C -2.42 -9.29 -1.24
O 3.21 9.48 -0.03
C 0.33 0.74 -0.43
H -0.86 -0.43 0.81
H -0.35 0.31 0.05
H 0.35 0.96 -0.38
H -0.61 -1.11 -0.29
H -0.52 1.52 -0.58
H -0.83 0.55 -0.50
H -0.19 -0.01 0.04
H 0.43 0.43 -0.16
H -0.28 0.11 0.87
H 0.30 0.63 -0.39
H -0.14 -0.07 0.25
H 0.16 -0.72 0.81
H -0.02 -0.25 -0.37
H -0.36 0.06 0.02
H -0.21 -0.41 0.09
C -1.97 -0.66 0.09
O -0.06 1.79 -0.46
C -1.51 0.06 1.02
C -0.54 -0.25 -0.13
N 0.90 1.85 -0.10
C 0.63 -0.26 -0.89
C -3.20 -6.22 -2.24
O 5.74 6.60 4.20
C -1.87 -0.25 -3.35
H 0.32 0.07 0.25
H -0.06 0.24 -0.06
H 0.54 0.09 -0.17
H -0.34 -0.67 0.17
H 0.39 -0.42 -0.92
H 0.64 -0.39 0.39
H -0.57 0.18 -0.71
H -0.19 -0.33 0.51
H -0.59 0.21 1.25
H -0.13 -1.07 -0.03
H -0.30 -0.32 -0.96
H -1.02 -0.72 -0.56
H -0.21 -0.63 0.02
H 1.81 1.98 2.51
H 0.04 -0.27 0.04
C 2.24 0.91 -1.69
O -0.43 -0.71 1.40
C 1.51 -0.59 2.04
C -0.81 -0.81 -1.29
N 0.98 0.00 -1.38
C 1.24 -0.79 -0.07
C -6.28 -0.10 6.94
O 5.76 -1.15 -5.92
C -0.25 0.03 -0.52
H -1.73 0.15 -0.72
H -0.15 0.71 0.82
H 0.53 -0.81 0.22
H -0.63 0.34 0.57
H -0.87 0.64 -1.04
H -0.84 -0.09 -0.17
H 0.08 0.12 0.13
H -0.35 -0.13 0.76
H 0.54 0.77 -0.31
H -0.73 -0.13 0.48
H -1.12 0.68 -0.13
H 0.29 1.14 0.38
H -0.80 0.53 0.75
H 0.87 -0.79 -1.97
H 1.04 0.04 0.71
C -2.23 -0.76 1.47
C 1.63 1.98 -0.47
O 1.49 0.48 0.14
O -0.82 -0.32 -0.37
H -0.67 0.77 0.92
H 0.41 -0.61 0.51
H 0.38 -0.81 0.33
H -0.35 0.23 -0.80
H -0.19 -0.85 -1.13
H 0.40 -0.16 -0.59
C 1.77 2.46 0.06
C -0.94 -2.50 -0.98
O -0.68 1.23 -0.30
O 0.15 -0.58 0.27
H -0.68 0.89 -0.27
H -0.28 -0.98 -0.18
H -0.04 0.36 0.42
H 0.65 -0.99 0.29
H 0.39 -0.42 -0.41
H 0.82 0.14 0.70
C 0.74 2.47 -0.64
C -1.21 -0.06 -1.54
O -0.41 0.08 0.10
O 0.26 0.00 -0.47
H -0.49 -0.05 0.57
H 0.27 -0.85 0.68
H -0.57 -0.20 1.05
H 1.16 -0.86 -0.09
H 0.50 -0.36 0.14
H -0.27 -0.01 0.19
C 2.25 -1.26 2.54
C -2.35 -1.00 -0.51
O 0.72 -0.50 -1.79
O 1.77 0.40 -0.02
H -0.53 -1.51 -0.92
H -0.70 0.95 0.66
H 0.26 2.58 0.30
H 0.56 -0.16 0.85
H -0.49 0.22 -0.44
H -1.42 0.30 -0.75
C 0.14 0.31 2.63
C -0.89 1.41 -3.13
O 0.00 -1.35 0.63
O 0.62 -0.19 0.41
H 0.34 -0.03 -0.10
H -0.18 0.26 0.00
H 0.04 -0.06 0.26
H 0.41 0.59 0.41
H 0.21 0.16 -0.23
H -0.51 -1.44 -0.35

As for the SMILES: COCCNCCOC.COCCNCCOC.COCCNCCOC.OCCO.OCCO.OCCO.OCCO.OCCO. The relative energy (zero: lowest compared OMol25 entry of this formula, charge and spin) is 6.113 eV. As for the LUMO energy: 0.065 eV. The orbital gap is 8.364 eV. Its charge is 0.